Entry 1:
Here is C6H12O in the gas phase from the OMol25 dataset. Energies are from wB97M-V/def2-TZVPD.

Atoms and positions in Å:
C -0.334 2.175 1.464
C 0.311 0.940 0.839
C 0.744 -0.074 1.911
C -0.722 0.186 0.039
O -0.270 0.048 -1.180
C -0.985 -0.929 -1.966
C -0.153 -2.194 -1.917
H 0.370 2.683 2.132
H -0.644 2.887 0.691
H -1.222 1.890 2.038
H 1.180 1.228 0.228
H -0.128 -0.411 2.482
H 1.468 0.372 2.601
H 1.208 -0.959 1.458
H -1.968 -1.062 -1.507
H -1.086 -0.526 -2.977
H 0.064 -2.422 -0.868
H 0.799 -2.053 -2.439
H -0.679 -3.046 -2.356

Computed properties:
- 2S+1: 1
- Energy above the lowest of the compared OMol25 structures with the same formula, charge and spin: 64.5 kcal/mol

In elementary charge units, the natural (NBO) charges are: -0.598, -0.385, -0.599, 0.277, -0.498, -0.069, -0.632, 0.210, 0.210, 0.215, 0.193, 0.218, 0.214, 0.208, 0.204, 0.186, 0.217, 0.213, 0.219

Entry 2:
Here is 5 unconnected molecules or ions with the total composition C25H50N3O5 in a non-equilibrium geometry from the OMol25 dataset. Energies are from wB97M-V/def2-TZVPD.

Atoms and positions in Å:
C -5.174 1.295 -0.843
C -5.862 1.374 0.640
C -5.054 0.610 1.838
C -3.422 0.674 1.752
N -2.781 1.899 2.354
C -3.142 3.257 1.808
C -2.509 4.211 3.018
C -3.530 5.023 4.008
C -5.049 5.231 3.429
O -5.599 6.421 3.101
N -1.808 3.255 4.007
C -2.728 2.024 3.859
N -3.364 1.288 4.829
H -4.988 0.216 -1.255
H -4.172 1.944 -0.823
H -5.893 1.883 -1.593
H -6.123 2.508 0.893
H -6.923 0.835 0.552
H -5.358 1.145 2.861
H -5.456 -0.505 1.954
H -2.969 0.534 0.677
H -3.020 -0.255 2.386
H -2.470 3.387 0.859
H -4.221 3.484 1.420
H -1.761 5.018 2.566
H -3.639 4.568 5.090
H -3.049 6.104 4.166
H -5.729 4.259 3.291
H -1.682 3.616 4.978
H -3.749 1.838 5.655
H -3.571 0.266 4.794
C 0.387 2.652 -3.120
C 0.805 2.784 -1.678
C -0.514 3.060 -0.989
O -1.529 2.395 -1.753
C -0.958 1.969 -2.998
H 1.096 2.091 -3.734
H 0.261 3.647 -3.563
H 1.220 1.833 -1.324
H 1.548 3.567 -1.506
H -0.745 4.131 -0.988
H -0.532 2.698 0.042
H -0.847 0.880 -2.959
H -1.634 2.222 -3.819
C 5.095 -0.280 -4.296
C 4.338 -1.572 -4.126
C 2.921 -1.085 -3.917
O 2.792 0.144 -4.645
C 4.099 0.573 -5.051
H 6.046 -0.393 -4.823
H 5.297 0.163 -3.313
H 4.399 -2.161 -5.049
H 4.703 -2.191 -3.302
H 2.727 -0.870 -2.861
H 2.175 -1.802 -4.270
H 4.182 0.415 -6.132
H 4.218 1.640 -4.844
C 5.799 -6.971 -4.125
C 6.353 -6.367 -2.861
C 6.731 -4.973 -3.315
O 5.819 -4.616 -4.362
C 5.098 -5.790 -4.760
H 5.133 -7.820 -3.951
H 6.622 -7.307 -4.767
H 5.565 -6.311 -2.100
H 7.196 -6.921 -2.440
H 7.743 -4.951 -3.731
H 6.670 -4.238 -2.507
H 4.071 -5.693 -4.389
H 5.071 -5.855 -5.851
C 0.663 -1.717 4.822
C -0.094 -3.009 4.992
C -1.511 -2.522 5.201
O -1.640 -1.293 4.473
C -0.333 -0.864 4.067
H 1.613 -1.830 4.295
H 0.865 -1.274 5.805
H -0.034 -3.598 4.069
H 0.271 -3.628 5.816
H -1.705 -2.306 6.257
H -2.257 -3.239 4.848
H -0.250 -1.022 2.986
H -0.214 0.203 4.274

Computed properties:
- Charge: +1
- 2S+1: 1

In elementary charge units, the Löwdin charges are: -0.140, -0.270, -0.186, -0.159, -0.070, -0.069, -0.211, -0.115, -0.136, -0.053, 0.080, -0.142, 0.203, 0.092, 0.066, 0.097, 0.102, 0.120, 0.106, 0.131, 0.141, 0.128, 0.117, 0.126, 0.171, 0.121, 0.146, 0.134, 0.132, 0.162, 0.137, -0.168, -0.173, -0.228, -0.165, -0.193, 0.108, 0.122, 0.117, 0.120, 0.118, 0.102, 0.120, 0.123, -0.177, -0.184, -0.207, -0.156, -0.205, 0.119, 0.116, 0.119, 0.111, 0.111, 0.118, 0.120, 0.116, -0.182, -0.183, -0.207, -0.156, -0.205, 0.117, 0.119, 0.116, 0.117, 0.119, 0.114, 0.117, 0.120, -0.171, -0.171, -0.197, -0.192, -0.211, 0.123, 0.122, 0.123, 0.124, 0.121, 0.123, 0.122, 0.110

Entry 3:
Here is 9 unconnected molecules or ions with the total composition C9H36ClFN3O10S in a non-equilibrium geometry from the OMol25 dataset. Energies are from wB97M-V/def2-TZVPD.

Atoms and positions in Å:
N 2.065 -2.498 1.111
C 1.308 -1.196 0.974
N 1.910 -0.178 0.224
N -0.038 -0.861 1.576
Cl -0.097 -1.103 3.284
S -1.372 -1.607 0.732
O -1.073 -1.612 -0.803
O -1.690 -3.061 1.158
F -2.731 -0.533 0.942
H 1.425 -3.326 1.059
H 2.865 -2.577 0.437
H 1.569 0.811 0.422
H 2.703 -0.340 -0.441
C 5.056 2.329 1.103
O 4.031 1.359 1.218
H 4.922 2.879 0.168
H 4.998 3.024 1.944
H 6.029 1.832 1.094
H 4.176 0.887 2.055
C -0.777 2.734 -1.157
O -0.633 1.395 -0.723
H -0.209 3.387 -0.490
H -0.390 2.832 -2.175
H -1.832 3.016 -1.129
H -1.147 0.839 -1.334
C 5.956 -2.360 0.315
O 4.931 -3.329 0.430
H 5.822 -1.810 -0.619
H 5.898 -1.665 1.156
H 6.929 -2.857 0.306
H 5.076 -3.801 1.268
C -5.613 -3.007 0.295
O -4.791 -2.963 1.446
H -6.398 -3.752 0.446
H -6.070 -2.027 0.134
H -5.011 -3.287 -0.573
H -4.105 -2.294 1.282
C 3.099 5.666 -0.338
O 3.251 4.265 -0.478
H 3.963 6.065 0.198
H 3.041 6.127 -1.327
H 2.190 5.879 0.230
H 2.471 3.939 -0.957
C -7.701 -0.690 -1.956
O -7.549 -2.091 -2.096
H -6.837 -0.290 -1.420
H -7.759 -0.228 -2.945
H -8.610 -0.477 -1.389
H -8.329 -2.417 -2.575
C -1.599 -5.539 3.457
O -1.121 -4.855 4.601
H -0.866 -6.295 3.164
H -2.548 -6.027 3.693
H -1.735 -4.830 2.638
H -1.792 -4.191 4.838
C 0.997 4.939 -4.330
O 0.653 5.411 -3.040
H 1.928 4.371 -4.265
H 0.202 4.288 -4.704
H 1.136 5.787 -5.005
H -0.176 5.910 -3.130

Computed properties:
- Charge: +1
- 2S+1: 1

In elementary charge units, the natural (NBO) charges are: -0.755, 0.690, -0.656, -0.684, 0.273, 2.239, -0.799, -0.745, -0.423, 0.432, 0.451, 0.484, 0.464, -0.254, -0.763, 0.220, 0.173, 0.160, 0.467, -0.250, -0.766, 0.182, 0.175, 0.177, 0.485, -0.251, -0.751, 0.185, 0.162, 0.189, 0.481, -0.242, -0.724, 0.193, 0.162, 0.162, 0.448, -0.245, -0.743, 0.184, 0.179, 0.164, 0.466, -0.247, -0.728, 0.173, 0.166, 0.168, 0.469, -0.251, -0.729, 0.178, 0.175, 0.166, 0.463, -0.249, -0.739, 0.181, 0.162, 0.176, 0.471

Entry 4:
Here is C4H11NO in the gas phase in a non-equilibrium geometry from the OMol25 dataset. Energies are from wB97M-V/def2-TZVPD.

Atoms and positions in Å:
C 1.426 -0.161 1.440
N 0.721 -0.296 0.170
C 0.938 0.961 -0.588
C -0.658 -0.701 0.383
C -1.521 -0.634 -0.907
O -2.163 0.614 -0.985
H 2.372 0.368 1.319
H 0.902 0.374 2.245
H 1.701 -1.161 1.785
H 0.647 1.858 -0.042
H 0.311 0.899 -1.485
H 1.968 0.959 -0.924
H -1.257 -0.141 1.095
H -0.560 -1.759 0.656
H -2.264 -1.443 -0.935
H -0.941 -0.959 -1.771
H -1.620 1.224 -1.456

Computed properties:
- 2S+1: 1
- Energy above the lowest of the compared OMol25 structures with the same formula, charge and spin: 40.2 kcal/mol

In elementary charge units, the natural (NBO) charges are: -0.420, -0.435, -0.415, -0.247, -0.088, -0.717, 0.198, 0.172, 0.198, 0.173, 0.175, 0.206, 0.180, 0.196, 0.184, 0.172, 0.467

Entry 5:
Here is 2 unconnected molecules or ions with the total composition C2H6BrO2P in a non-equilibrium geometry from the OMol25 dataset. Energies are from wB97M-V/def2-TZVPD.

Atoms and positions in Å:
O -3.445 -2.083 -0.165
P -3.246 -0.807 -0.822
Br -4.418 0.727 0.405
C -0.036 0.691 0.883
C 0.908 0.122 -0.184
O 0.980 0.717 -1.462
H -0.967 0.330 0.429
H 0.251 0.325 1.908
H -0.009 1.802 0.946
H 0.556 -0.938 -0.445
H 1.808 -0.004 0.333
H 1.290 1.585 -1.509

Computed properties:
- 2S+1: 1
- Energy above the lowest of the compared OMol25 structures with the same formula, charge and spin: 38.9 kcal/mol

In elementary charge units, the natural (NBO) charges are: -0.968, 1.306, -0.337, -0.637, -0.054, -0.723, 0.190, 0.225, 0.211, 0.164, 0.153, 0.470

Entry 6:
Here is 2 unconnected molecules or ions with the total composition C4H12S in a non-equilibrium geometry from the OMol25 dataset. Energies are from wB97M-V/def2-TZVPD.

Atoms and positions in Å:
C -0.783 -1.271 0.949
C -1.322 -2.176 2.173
S -0.797 -1.848 3.909
H -1.283 -0.335 0.744
H 0.360 -1.009 1.062
H -0.833 -1.845 0.024
H -0.899 -3.177 1.901
H -2.418 -2.133 2.177
H 0.008 -0.781 4.155
C 1.339 1.171 -2.153
C 0.718 2.571 -2.115
H 1.122 0.509 -1.211
H 0.909 0.506 -3.014
H 2.429 1.061 -2.252
H 1.381 3.423 -2.225
H 0.075 2.616 -1.152
H -0.007 2.718 -2.973

Computed properties:
- 2S+1: 1
- Energy above the lowest of the compared OMol25 structures with the same formula, charge and spin: 30.3 kcal/mol

In elementary charge units, the natural (NBO) charges are: -0.615, -0.510, -0.104, 0.212, 0.209, 0.213, 0.223, 0.224, 0.146, -0.628, -0.630, 0.203, 0.206, 0.214, 0.216, 0.211, 0.209

Which gap between HOMO and LUMO belongs to each record? In order, 9.455; 6.764; 6.143; 9.693; 9.188; 9.910 eV.
Which electronic energy belongs to each record? In order, -310.956482; -1522.521338; -2238.853166; -288.952948; -3145.644878; -557.722062 Ha.